ORCA calculation (ωB97M-V/def2-TZVPD) on an isolated molecule of C8H13Cl at a distorted geometry.

Structure (ORCA input):
```
! RIJCOSX wB97M-V def2-TZVPD def2/J DEFGRID3
* xyz 0 1
C 2.20 1.02 -0.03
C 0.97 0.30 -0.12
C 0.52 -0.95 0.19
C 1.02 -2.31 0.51
C -1.05 -0.39 0.10
C -2.04 -0.42 1.30
Cl -1.93 -1.09 -1.47
C -0.40 0.97 -0.18
C -0.66 1.67 -1.50
H 1.97 2.01 0.06
H 2.80 0.91 -0.93
H 2.96 0.63 0.70
H 0.36 -3.10 0.11
H 1.19 -2.51 1.61
H 2.01 -2.55 -0.02
H -2.95 0.21 1.05
H -1.62 -0.05 2.18
H -2.47 -1.36 1.43
H -0.83 1.74 0.61
H -0.35 1.03 -2.36
H -0.01 2.49 -1.64
H -1.70 1.76 -1.63
*
```

The value obtained for the LUMO energy is 0.0311 hartree. The calculation puts the gap between HOMO and LUMO at 9.801 eV. The SMILES is CC1=C(C)[C@](C)(Cl)[C@@H]1C. For the molecular weight, the calculation gives 144.6 Da.